1.
Computed, not measured: a gas-phase ion, C6H10O (charge +1) in a non-equilibrium geometry, with ωB97M-V with the def2-TZVPD basis set.

Its net charge is +1. The LUMO energy (alpha / beta) comes out at -5.16 / -8.80 eV. Its spin multiplicity is 2. The HOMO energy (alpha / beta) comes out at -13.603 / -13.594 eV. The value obtained for the gap between HOMO and LUMO (alpha / beta) is 8.4 / 4.8 eV. For the total energy, the calculation gives -309.4747 a.u.

Last column: Mulliken spin population.
Cartesian coordinates (Å):
1 O -1.239285 2.034532 -2.900736  0.0017
2 C -0.484206 1.230124 -2.483022  -0.0036
3 C -0.949800 -0.070443 -1.798607  0.0403
4 C -1.115934 0.108080 -0.269414  0.0234
5 C 0.180174 0.066546 0.432326  0.3642
6 C 0.370738 -0.566133 1.684749  0.3503
7 C 1.671509 -0.707491 2.379872  0.0213
8 H 0.612358 1.376053 -2.562636  -0.0004
9 H -1.935864 -0.247833 -2.207766  0.0062
10 H -0.362670 -0.954163 -2.085568  -0.0013
11 H -1.594436 1.080704 -0.054454  0.0767
12 H -1.740341 -0.723975 0.123903  0.0076
13 H 1.033488 0.586293 -0.020550  0.0293
14 H -0.498944 -1.140326 2.072436  0.0108
15 H 1.576136 -0.427808 3.431134  0.0292
16 H 2.331876 0.010318 2.029604  -0.0049
17 H 2.145195 -1.654476 2.228733  0.0490

Atomic forces in eV per Å
-0.973 0.884 -0.343
1.256 -1.394 0.571
-0.340 0.494 -0.532
0.491 -1.345 0.122
-0.053 0.678 0.128
-0.111 -1.463 0.030
-1.660 1.150 0.290
0.022 0.048 -0.024
-0.374 -0.043 0.043
0.204 0.386 0.335
-0.050 -0.126 -0.011
0.053 0.767 -0.061
-0.160 -0.194 0.182
0.535 0.602 -0.104
-0.263 -0.757 0.281
1.457 1.361 -1.098
-0.033 -1.046 0.191

=====

2.
Computed, not measured: a single C6H10O2 molecule in a non-equilibrium geometry, with ωB97M-V with the def2-TZVPD basis set.

Its SMILES is C[C@H]1O[C@@H]2[C@H](C)[C@H]2O1. The LUMO energy comes out at 0.78 eV. The HOMO energy comes out at -7.398 eV. The value obtained for the gap between HOMO and LUMO is 8.2 eV. For the total energy, the calculation gives -384.8225 a.u.

Last column: Mulliken charge in e.
Cartesian coordinates (Å):
1 C 2.655722 -0.126899 0.414182  -1.0093
2 C 1.596212 -0.013380 -0.585545  0.1362
3 C -0.328869 -0.526589 0.402422  0.0818
4 C -1.536366 0.165554 0.570591  0.0277
5 C -2.762492 -0.267165 -0.242070  -0.8826
6 C -0.526721 1.060493 -0.229735  -0.1700
7 H 2.460017 -0.623774 1.307193  0.3047
8 H 3.150610 0.831698 0.418041  0.3058
9 H 3.349980 -0.956780 0.053281  0.3308
10 H 1.890870 0.287827 -1.628471  0.3426
11 H 0.342720 -0.647034 1.363363  0.1463
12 H -1.604137 0.275673 1.598454  0.3666
13 H -2.898567 -1.441799 -0.139694  0.2688
14 H -2.447835 0.147155 -1.421238  0.1833
15 H -3.619536 0.431009 0.180400  0.3028
16 H -1.048465 1.130773 -1.226069  0.1095
17 O 0.581682 -1.037647 -0.709040  -0.4215
18 O 0.745167 1.310893 -0.126068  -0.4235

Atomic forces in eV per Å
2.107 -1.889 -2.241
-2.855 1.454 -1.841
4.221 -2.719 -0.536
-0.923 -0.768 -1.612
-0.020 1.985 -1.238
-3.024 -1.876 -0.219
-1.180 0.253 2.049
0.366 0.053 0.597
-0.214 1.355 -0.295
0.186 -0.647 1.067
-1.493 0.859 -1.962
-0.888 0.429 1.947
-0.033 2.806 -0.426
-1.464 -1.783 3.253
1.210 -1.951 -1.256
1.281 -0.286 0.394
-0.975 2.053 2.281
3.700 0.671 0.040

=====

3.
Computed, not measured: a single C6H10O2 molecule in a non-equilibrium geometry, with ωB97M-V with the def2-TZVPD basis set.

Its SMILES is C=C[C@@H](O)C(=C)OC. The LUMO energy comes out at 0.83 eV. The HOMO energy comes out at -9.500 eV. The value obtained for the gap between HOMO and LUMO is 10.3 eV. For the total energy, the calculation gives -385.0147 a.u.

Last column: Mulliken charge in e.
Cartesian coordinates (Å):
1 C -0.575076 -0.110704 0.763001  0.0632
2 C 0.978091 1.618642 -1.214954  -0.5565
3 C -0.658489 -0.117780 -0.744099  0.4920
4 C 0.796582 -0.581579 1.200746  -0.1976
5 C -1.609149 -0.701355 -1.476038  -0.8677
6 C 1.078025 -1.838844 1.588682  -0.8698
7 O 0.576662 0.262078 -1.379946  -0.3780
8 O -0.768879 1.208026 1.254682  -0.5408
9 H -1.688526 1.455542 1.055896  0.3413
10 H -1.344030 -0.765406 1.189505  0.4366
11 H 1.525376 0.196393 1.414159  0.2425
12 H 1.581030 1.729729 -0.310253  0.2061
13 H 0.139544 2.321437 -1.176360  0.2670
14 H 1.596611 1.888908 -2.075744  0.2598
15 H -2.497064 -1.124217 -1.017947  0.2686
16 H -1.538157 -0.714306 -2.559049  0.2936
17 H 0.380887 -2.654438 1.427170  0.2598
18 H 2.026563 -2.072125 2.060550  0.2800

Atomic forces in eV per Å
0.092 -0.145 -0.521
0.192 0.188 0.024
1.660 -0.644 -0.970
-0.056 -1.006 1.460
0.256 0.631 0.155
-0.264 1.146 -0.545
-2.004 -0.113 0.283
-0.364 0.390 0.215
0.514 -0.069 0.098
0.096 -0.104 -0.193
-0.109 0.031 -0.244
-0.093 0.110 0.010
-0.009 -0.235 0.048
-0.062 -0.202 0.077
0.167 0.053 0.056
0.052 -0.053 0.158
-0.039 0.055 0.150
-0.029 -0.031 -0.262

=====

4.
Computed, not measured: a single C6H10O2 molecule in a non-equilibrium geometry, with ωB97M-V with the def2-TZVPD basis set.

Its SMILES is CC1(C)[C@H]2OCO[C@@H]21. The LUMO energy comes out at 0.67 eV. The HOMO energy comes out at -8.452 eV. The value obtained for the gap between HOMO and LUMO is 9.1 eV. For the total energy, the calculation gives -384.8304 a.u.

Last column: Mulliken charge in e.
Cartesian coordinates (Å):
1 C -1.615013 1.246343 0.478975  -1.3504
2 C -0.758392 0.046294 -0.016751  1.6765
3 C -1.664048 -1.108801 -0.417577  -1.5519
4 C 0.604215 -0.265370 0.798338  -0.5367
5 C 2.735879 0.166490 -0.040540  -0.2485
6 C 0.542000 0.070322 -0.702442  -0.2914
7 H -2.415450 1.082526 1.291645  0.2949
8 H -1.051157 2.114550 0.553751  0.4593
9 H -2.290677 1.371611 -0.470524  0.3304
10 H -1.183128 -1.835562 -0.930451  0.4690
11 H -2.103935 -1.989809 0.408407  0.2517
12 H -2.611382 -0.924120 -1.015841  0.3540
13 H 0.605905 0.560044 1.624016  0.1824
14 H 3.316264 -0.469875 -0.765816  0.2572
15 H 3.261218 0.781764 0.613161  0.3310
16 H 0.854532 -0.848442 -1.330845  0.1758
17 O 2.031366 -0.812143 0.836138  -0.3847
18 O 1.741803 0.814176 -0.913637  -0.4186

Atomic forces in eV per Å
-2.391 -2.119 -2.075
-2.450 -1.790 1.197
-3.758 -1.616 2.085
1.641 1.609 0.924
-2.625 -3.421 -2.103
3.403 -0.915 0.518
1.879 -0.098 -0.918
0.926 1.611 0.628
1.161 0.132 1.552
2.094 -1.837 -2.215
1.266 3.349 -1.203
1.227 0.533 0.664
0.245 -0.845 -2.106
0.105 0.778 1.101
0.921 1.674 0.526
-1.847 0.689 1.344
-2.013 0.326 -0.669
0.217 1.940 0.749